Model i:
Density functional theory data (ωB97M-V with the def2-TZVPD basis set) for an isolated molecule of C3H6N2O2.

Last column: Löwdin charge in e.
Element x y z (Å)
1 H -1.92 1.19 -1.56  0.062
2 N 1.50 0.98 -0.19  0.148
3 C -1.65 -0.34 -0.51  -0.297
4 H 0.40 -1.45 1.73  0.130
5 O 2.24 -1.16 0.10  0.055
6 H -2.53 -0.87 -0.88  0.138
7 N -1.29 0.83 -0.86  0.107
8 C 1.39 -0.31 0.24  -0.514
9 H -0.17 0.26 1.68  0.130
10 H 2.28 1.15 -0.81  0.109
11 H 0.63 1.45 -0.39  0.060
12 O -1.01 -1.11 0.36  -0.041
13 C 0.13 -0.61 1.08  -0.087

Computed properties:
Net charge: 0
M in g/mol: 102.09
HOMO in eV: -9.72

=====

Model ii:
Density functional theory data (ωB97M-V with the def2-TZVPD basis set) for an isolated molecule of C3H6N2O2.

Last column: Löwdin charge in e.
Element x y z (Å)
1 H 2.17 -1.33 0.10  0.085
2 C -2.29 0.91 0.18  -0.293
3 O 1.09 0.28 -0.52  -0.142
4 H 0.15 -1.89 -1.34  0.066
5 H -0.01 1.37 0.17  0.181
6 N -0.90 0.80 0.06  0.121
7 H -2.81 0.02 -0.22  0.138
8 C 1.96 -0.32 0.44  -0.070
9 O -2.89 1.84 0.66  0.048
10 H 2.88 0.28 0.45  0.096
11 N -0.63 -1.37 -0.92  0.177
12 H 1.51 -0.33 1.44  0.101
13 C -0.23 -0.25 -0.51  -0.509

Computed properties:
Net charge: 0
M in g/mol: 102.09
HOMO in eV: -10.20

=====

Model iii:
Density functional theory data (ωB97M-V with the def2-TZVPD basis set) for an isolated molecule of C3H6N2O2.

Last column: Löwdin charge in e.
Element x y z (Å)
1 O -2.11 -0.79 1.18  0.024
2 H 0.32 -1.56 0.60  0.114
3 H -0.73 0.91 -1.11  0.088
4 H -2.45 0.89 -0.72  0.126
5 C 1.77 0.39 -0.24  -0.316
6 O 1.19 0.29 0.96  -0.064
7 H 2.77 0.83 -0.15  0.134
8 C 0.06 -0.60 1.05  -0.158
9 H -1.17 -1.02 1.87  0.179
10 N 1.22 0.01 -1.32  0.091
11 H 1.84 0.16 -2.10  0.053
12 C -1.21 -0.18 0.48  -0.484
13 N -1.49 0.67 -0.49  0.214

Computed properties:
Net charge: 0
M in g/mol: 102.09
HOMO in eV: -8.40

=====

Model iv:
Density functional theory data (ωB97M-V with the def2-TZVPD basis set) for a structure of composition C3H6N2O2.

Last column: Löwdin charge in e.
Element x y z (Å)
1 H 1.73 1.15 -0.75  0.178
2 C -0.13 -0.79 0.95  -0.091
3 H -0.29 -1.25 1.93  0.131
4 N 1.42 -0.05 -1.11  0.051
5 O -2.28 0.14 1.44  0.058
6 O 1.06 0.03 1.12  -0.071
7 H 2.21 -0.02 -1.76  0.071
8 C 1.90 0.25 0.13  -0.267
9 H 0.06 -1.54 0.19  0.118
10 N -1.39 0.60 -0.60  0.164
11 H -0.68 0.36 -1.28  0.064
12 C -1.38 0.03 0.63  -0.518
13 H -2.23 1.09 -0.88  0.113

Computed properties:
Net charge: 0
M in g/mol: 102.09
HOMO in eV: -9.21

=====

Best to worst by energy: model i, model ii, model iii, model iv.

=====

Model i:
Density functional theory data (ωB97M-V with the def2-TZVPD basis set) for an isolated molecule of C3H6N2O2.

Last column: Löwdin charge in e.
Element x y z (Å)
1 H 2.49 1.18 0.01  0.138
2 C 1.65 0.50 -0.15  -0.305
3 H -0.69 0.32 -1.29  0.063
4 C -1.46 -0.15 0.55  -0.515
5 C -0.09 -0.60 1.04  -0.090
6 H 2.06 0.08 -1.94  0.060
7 H -0.19 -0.84 2.10  0.132
8 O -2.45 -0.35 1.23  0.051
9 O 0.93 0.41 0.97  -0.043
10 H 0.24 -1.48 0.48  0.128
11 N 1.37 -0.12 -1.23  0.097
12 H -2.39 0.62 -1.08  0.113
13 N -1.48 0.44 -0.68  0.170

Computed properties:
Net charge: 0
M in g/mol: 102.09
HOMO in eV: -9.81

=====

Model ii:
Density functional theory data (ωB97M-V with the def2-TZVPD basis set) for a structure of composition C3H6N2O2.

Last column: Löwdin charge in e.
Element x y z (Å)
1 C 1.28 0.54 -1.47  -0.426
2 H 1.81 1.21 -0.77  0.125
3 H -0.12 -2.35 1.48  0.091
4 H -0.12 1.70 0.58  0.120
5 C -0.86 1.01 0.14  -0.380
6 N 0.04 0.20 -1.02  0.051
7 H -1.73 -0.64 1.67  0.114
8 H -0.52 -0.30 -1.71  0.124
9 O 1.82 0.10 -2.46  0.004
10 O -2.00 1.30 -0.11  0.015
11 C 0.07 -1.31 1.22  0.015
12 N -0.77 -0.38 1.42  0.057
13 H 1.11 -1.06 1.04  0.087

Computed properties:
Net charge: 0
M in g/mol: 102.09
HOMO in eV: -9.49

=====

Model iii:
Density functional theory data (ωB97M-V with the def2-TZVPD basis set) for a structure of composition C3H6N2O2.

Last column: Löwdin charge in e.
Element x y z (Å)
1 H -0.63 -1.74 1.40  0.131
2 C -0.87 -0.03 -0.02  -0.481
3 O 1.76 -0.87 0.48  -0.053
4 C -0.50 -0.68 1.20  0.009
5 C 1.76 0.27 0.01  -0.419
6 O -1.77 0.17 0.96  0.051
7 N 0.66 0.96 -0.35  0.080
8 H 2.75 0.78 -0.11  0.124
9 H 0.14 -0.11 1.85  0.112
10 N -1.34 -0.41 -1.26  0.147
11 H 0.89 1.89 -0.72  0.097
12 H -2.22 0.03 -1.51  0.109
13 H -0.62 -0.27 -1.94  0.092

Computed properties:
Net charge: 0
M in g/mol: 102.09
HOMO in eV: -9.17

=====

Model iv:
Density functional theory data (ωB97M-V with the def2-TZVPD basis set) for an isolated molecule of C3H6N2O2.

Last column: Löwdin charge in e.
Element x y z (Å)
1 H 2.77 -1.64 -0.60  0.112
2 H -1.20 1.79 -0.71  0.103
3 N 1.52 0.14 -0.28  0.006
4 C 0.34 0.41 0.06  -0.259
5 H -0.69 2.28 0.89  0.018
6 C -0.35 1.82 0.06  0.003
7 H -1.70 -2.06 0.81  0.173
8 O -2.67 -0.55 -0.60  -0.080
9 O -0.41 -0.81 0.46  0.002
10 C -1.61 -1.09 0.10  -0.269
11 N 1.91 -1.13 -0.33  -0.015
12 H 1.68 -1.74 0.46  0.100
13 H 0.41 2.59 -0.31  0.106

Computed properties:
Net charge: 0
M in g/mol: 102.09
HOMO in eV: -9.13

=====

Best to worst by energy: model i, model ii, model iii, model iv.

=====

Model i:
Density functional theory data (ωB97M-V with the def2-TZVPD basis set) for an isolated molecule of C3H6N2O2.

Last column: Löwdin charge in e.
Element x y z (Å)
1 H 0.73 1.32 -0.29  0.120
2 C -0.30 -0.74 0.96  -0.113
3 C -1.32 0.20 0.29  -0.526
4 H 2.73 1.09 -1.26  0.048
5 O 1.04 -0.29 0.95  -0.051
6 C 1.44 0.53 -0.06  -0.305
7 H -2.27 -1.44 -0.59  0.103
8 H -0.34 -1.73 0.50  0.126
9 H -0.59 -0.84 2.01  0.140
10 N -2.24 -0.44 -0.47  0.172
11 H -2.95 0.13 -0.91  0.116
12 N 2.58 0.34 -0.58  0.120
13 O -1.30 1.41 0.44  0.051

Computed properties:
Net charge: 0
M in g/mol: 102.09
HOMO in eV: -10.03

=====

Model ii:
Density functional theory data (ωB97M-V with the def2-TZVPD basis set) for a cluster of 2 separate species, C3H6N2O2 in total.

Last column: Löwdin charge in e.
Element x y z (Å)
1 H -1.83 0.78 0.86  0.025
2 C -1.87 1.04 -0.18  -0.131
3 H -2.77 1.60 -0.47  0.048
4 N 2.43 -0.99 -0.21  0.113
5 H 2.56 -1.07 -1.21  0.095
6 H -0.19 -1.04 3.02  0.117
7 H 3.21 -1.21 0.40  0.105
8 C -0.95 0.72 -1.01  0.020
9 N 1.06 -1.06 1.57  -0.328
10 C 1.21 -0.84 0.29  -0.100
11 O -0.16 -0.63 2.14  0.034
12 O 1.77 -1.80 2.31  -0.010
13 H -0.58 0.75 -2.00  0.011

Computed properties:
Net charge: 0
M in g/mol: 102.09
HOMO (spin up / spin down) in eV: -8.68 / -7.39

=====

Model iii:
Density functional theory data (ωB97M-V with the def2-TZVPD basis set) for an isolated molecule of C3H6N2O2.

Last column: Löwdin charge in e.
Element x y z (Å)
1 H 2.08 -0.50 -1.22  0.141
2 H 0.37 -0.41 -1.29  0.085
3 O -0.77 -0.37 1.20  -0.069
4 H -2.63 -0.72 0.54  0.136
5 C 0.29 0.56 1.29  -0.105
6 H -2.26 0.07 -1.54  0.062
7 C 1.25 0.74 0.34  -0.484
8 N 1.21 -0.52 -0.69  0.200
9 H 0.26 1.16 2.19  0.108
10 O 2.15 1.53 0.09  -0.002
11 H 1.13 -1.38 -0.15  0.135
12 N -1.42 0.12 -0.96  0.092
13 C -1.67 -0.31 0.21  -0.299

Computed properties:
Net charge: 0
M in g/mol: 102.09
HOMO in eV: -7.49

=====

Best to worst by energy: model i, model iii, model ii.

=====

Model i:
Density functional theory data (ωB97M-V with the def2-TZVPD basis set) for a structure of composition C3H6N2O2.

Last column: Löwdin charge in e.
Element x y z (Å)
1 O 1.85 0.62 0.77  -0.174
2 H -3.06 -0.11 0.77  0.142
3 C -2.12 -0.93 0.20  -0.176
4 H -1.58 -1.58 1.13  0.111
5 C 0.03 0.13 -0.40  -0.448
6 N 0.72 -0.34 0.76  0.084
7 H 2.74 0.02 -0.83  0.158
8 C 2.01 0.91 -0.70  -0.173
9 H -2.86 -1.45 -0.45  0.039
10 H 0.39 0.24 1.69  0.215
11 O 0.87 0.59 -1.36  0.035
12 N -1.21 -0.14 -0.67  0.018
13 H 2.24 2.04 -0.91  0.169

Computed properties:
Net charge: 0
M in g/mol: 102.09
HOMO in eV: -9.29

=====

Model ii:
Density functional theory data (ωB97M-V with the def2-TZVPD basis set) for a cluster of 2 separate species, C3H6N2O2 in total.

Last column: Löwdin charge in e.
Element x y z (Å)
1 C -0.91 0.05 0.17  0.056
2 H -0.73 0.78 1.07  0.095
3 C -3.24 -0.22 -0.05  -0.547
4 H -3.17 1.62 0.78  0.041
5 N -3.59 0.88 0.30  0.164
6 H 1.18 0.07 1.72  0.082
7 O 0.41 -1.32 -1.16  0.054
8 N 0.18 -0.52 -0.04  -0.310
9 H -0.28 -1.16 -1.74  0.069
10 H 1.85 -1.38 0.86  0.091
11 C 1.35 -0.43 0.78  -0.038
12 H 2.03 0.30 0.21  0.128
13 O -3.30 -1.29 -0.48  0.115

Computed properties:
Net charge: 0
M in g/mol: 102.09
HOMO in eV: -9.00

=====

Best to worst by energy: model ii, model i.

=====

Model i:
Density functional theory data (ωB97M-V with the def2-TZVPD basis set) for a cluster of 2 separate species, C3H6N2O2 in total.

Last column: Löwdin charge in e.
Element x y z (Å)
1 C -0.84 0.03 -0.07  -0.337
2 H -2.77 0.41 0.53  0.054
3 H 1.79 -0.02 -1.52  0.111
4 H -2.77 -0.78 -0.76  0.133
5 C 1.18 0.18 -0.71  -0.156
6 O -0.38 1.11 0.60  0.063
7 H 3.37 -0.99 0.24  -0.031
8 H 1.69 1.65 0.67  0.163
9 N 0.03 -0.49 -0.85  0.151
10 C -2.25 -0.40 0.18  0.039
11 O 2.47 -1.01 0.71  -0.381
12 H -2.48 -1.03 0.95  0.062
13 N 0.97 1.33 0.01  0.130

Computed properties:
Net charge: 0
M in g/mol: 102.09
HOMO (spin up / spin down) in eV: -8.36 / -8.35

=====

Model ii:
Density functional theory data (ωB97M-V with the def2-TZVPD basis set) for an isolated molecule of C3H6N2O2.

Last column: Löwdin charge in e.
Element x y z (Å)
1 N 1.02 0.75 0.63  0.116
2 H 0.12 -1.74 0.62  0.134
3 H -0.70 0.29 2.11  0.110
4 H 1.70 0.55 -0.09  0.082
5 O -0.83 1.08 -0.85  0.043
6 N 1.35 -1.42 -2.22  0.165
7 C 0.63 -1.31 -1.34  -0.238
8 H -1.37 1.79 -0.49  0.112
9 C -0.30 0.34 0.22  -0.706
10 O -1.17 0.52 1.30  0.033
11 H -1.25 -1.46 -0.49  0.137
12 H 1.04 1.75 0.81  0.097
13 C -0.24 -1.14 -0.22  -0.084

Computed properties:
Net charge: 0
M in g/mol: 102.09
HOMO in eV: -10.43

=====

Model iii:
Density functional theory data (ωB97M-V with the def2-TZVPD basis set) for an isolated molecule of C3H6N2O2.

Last column: Löwdin charge in e.
Element x y z (Å)
1 N 0.12 -1.00 1.42  0.152
2 H 2.89 -0.29 0.27  0.112
3 O 2.26 -0.89 0.69  0.065
4 C 0.74 0.79 -0.07  -0.113
5 H 1.44 1.33 -0.69  0.118
6 C 1.02 -0.33 0.63  -0.439
7 C -1.51 0.86 -0.82  -0.322
8 H -2.23 -0.32 -2.08  0.047
9 N -1.38 -0.17 -1.55  0.115
10 O -0.54 1.35 -0.02  -0.058
11 H 0.44 -1.88 1.80  0.107
12 H -0.84 -0.93 1.15  0.086
13 H -2.40 1.49 -0.70  0.132

Computed properties:
Net charge: 0
M in g/mol: 102.09
HOMO in eV: -7.97

=====

Model iv:
Density functional theory data (ωB97M-V with the def2-TZVPD basis set) for an isolated molecule of C3H6N2O2.

Last column: Löwdin charge in e.
Element x y z (Å)
1 H -1.55 0.58 -2.29  0.149
2 C 0.36 -0.03 0.00  -0.567
3 O 0.19 0.31 -1.25  0.010
4 C -1.05 1.03 -1.34  -0.116
5 H -1.81 1.71 0.51  0.104
6 O 1.39 -1.56 1.43  -0.078
7 H 1.97 -0.92 -0.47  0.180
8 N -0.67 0.03 0.78  0.084
9 H 0.51 -1.05 1.84  0.150
10 C -1.67 0.74 0.03  -0.212
11 H -0.74 2.13 -1.41  0.143
12 H -2.73 0.39 -0.06  0.120
13 N 1.52 -0.50 0.40  0.032

Computed properties:
Net charge: 0
M in g/mol: 102.09
HOMO in eV: -9.08

=====

Best to worst by energy: model ii, model iii, model iv, model i.

=====

Model i:
Density functional theory data (ωB97M-V with the def2-TZVPD basis set) for an isolated molecule of C3H6N2O2.

Last column: Löwdin charge in e.
Element x y z (Å)
1 C -0.27 -0.30 -0.38  -0.259
2 C 0.62 0.67 -0.05  -0.158
3 C -1.59 0.19 0.27  -0.505
4 H 2.29 -0.50 0.06  0.073
5 N 0.00 -1.66 -0.36  0.090
6 H 2.51 1.10 0.60  0.089
7 O -2.14 1.28 -0.28  0.095
8 O -2.18 -0.47 1.09  0.100
9 H -0.83 -2.21 -0.16  0.094
10 H -1.55 1.66 -0.94  0.105
11 N 1.99 0.47 0.02  0.076
12 H 0.79 -1.96 0.19  0.081
13 H 0.36 1.72 -0.06  0.118

Computed properties:
Net charge: 0
M in g/mol: 102.09
HOMO in eV: -8.11

=====

Model ii:
Density functional theory data (ωB97M-V with the def2-TZVPD basis set) for a structure of composition C3H6N2O2.

Last column: Löwdin charge in e.
Element x y z (Å)
1 N -1.82 0.22 -0.34  0.071
2 H 0.82 1.89 1.55  0.120
3 H 1.00 -0.94 -1.22  0.165
4 H -1.23 -0.90 -2.01  0.108
5 N -1.06 0.83 0.65  0.025
6 O 1.18 1.40 0.80  0.082
7 H 0.64 0.82 -1.50  0.121
8 C 0.37 -0.03 -0.94  -0.095
9 C -1.03 -0.18 -1.26  -0.167
10 H 0.30 -1.50 1.01  0.006
11 O 0.55 -0.86 1.68  -0.100
12 H -1.33 0.53 1.57  0.129
13 C 0.30 0.43 0.48  -0.464

Computed properties:
Net charge: 0
M in g/mol: 102.09
HOMO in eV: -9.55

=====

Best to worst by energy: model i, model ii.

=====

Model i:
Density functional theory data (ωB97M-V with the def2-TZVPD basis set) for an isolated molecule of C3H6N2O2.

Last column: Löwdin charge in e.
Element x y z (Å)
1 C 0.07 -0.99 0.85  -0.077
2 C 1.22 0.76 0.42  -0.292
3 H 1.99 1.51 0.63  0.164
4 H 0.33 -1.90 0.30  0.126
5 N -1.69 -0.17 -0.73  0.147
6 H -2.06 0.60 -1.26  0.095
7 O 1.25 -0.30 1.29  -0.031
8 H -0.55 -1.20 1.72  0.135
9 C -0.46 0.09 -0.12  -0.589
10 N 0.94 0.27 -0.87  0.113
11 O -0.31 1.30 0.56  -0.003
12 H -1.68 -1.03 -1.27  0.101
13 H 0.95 1.06 -1.52  0.110

Computed properties:
Net charge: 0
M in g/mol: 102.09
HOMO in eV: -9.29

=====

Model ii:
Density functional theory data (ωB97M-V with the def2-TZVPD basis set) for a structure of composition C3H6N2O2.

Last column: Löwdin charge in e.
Element x y z (Å)
1 O 1.00 0.40 -1.18  -0.004
2 O 2.15 -1.64 -0.90  0.100
3 H -0.13 2.11 -0.65  0.157
4 N -0.78 0.37 0.31  -0.267
5 C -0.24 1.00 -0.86  -0.213
6 H -1.00 0.81 -1.65  0.136
7 H -0.79 0.62 2.11  0.027
8 H -0.36 -1.58 1.11  0.126
9 H 0.72 0.43 1.57  0.094
10 N -0.18 0.93 1.47  0.074
11 C 1.23 -0.88 -0.77  -0.308
12 H -1.07 -1.49 -0.67  0.050
13 C -0.56 -1.06 0.10  0.027

Computed properties:
Net charge: 0
M in g/mol: 102.09
HOMO in eV: -8.91

=====

Best to worst by energy: model i, model ii.

=====

Model i:
Density functional theory data (ωB97M-V with the def2-TZVPD basis set) for an isolated molecule of C3H6N2O2.

Last column: Löwdin charge in e.
Element x y z (Å)
1 C -0.84 0.17 0.30  -0.463
2 C 1.67 0.70 0.25  -0.324
3 N 0.90 1.02 -0.66  0.051
4 C 0.12 -0.84 0.92  -0.147
5 H -1.25 -1.07 -1.49  0.130
6 H -0.21 0.45 -1.42  0.080
7 H 2.69 1.05 0.46  0.114
8 O -1.56 0.95 0.87  0.095
9 O 1.33 -0.23 1.25  -0.082
10 H -2.03 0.42 -1.43  0.137
11 N -1.19 -0.10 -1.20  0.147
12 H 0.28 -1.66 0.21  0.126
13 H -0.33 -1.22 1.84  0.136

Computed properties:
Net charge: 0
M in g/mol: 102.09
HOMO in eV: -8.32

=====

Model ii:
Density functional theory data (ωB97M-V with the def2-TZVPD basis set) for an isolated molecule of C3H6N2O2.

Last column: Löwdin charge in e.
Element x y z (Å)
1 N 1.68 -1.17 0.43  0.155
2 H -0.01 -0.32 2.36  0.117
3 H -1.38 -0.29 -1.77  0.141
4 O 0.49 0.17 -1.00  0.013
5 H -0.75 1.01 1.32  0.114
6 C 0.49 -0.46 0.24  -0.587
7 H 2.14 -1.01 1.32  0.092
8 C -0.28 0.04 1.37  -0.060
9 H 2.31 -1.16 -0.36  0.097
10 O -0.81 -1.01 0.55  -0.009
11 N -1.09 1.76 -1.34  0.151
12 H -2.03 1.89 -1.71  0.060
13 C -0.77 0.55 -1.41  -0.285

Computed properties:
Net charge: 0
M in g/mol: 102.09
HOMO in eV: -9.71

=====

Best to worst by energy: model ii, model i.